{"formula": "C2H6ClCrOS", "method": "ωB97M-V/def2-TZVPD", "elements": ["Cr", "Cl", "C", "S", "O", "C", "H", "H", "H", "H", "H", "H"], "xyz": [[-13.570, -5.637, -22.657], [-14.772, -4.048, -20.940], [-17.184, -3.278, -18.162], [-18.436, -2.182, -18.767], [-19.023, -1.520, -17.579], [-17.516, -0.933, -19.615], [-16.724, -3.893, -18.934], [-17.612, -3.974, -17.439], [-16.457, -2.658, -17.636], [-16.893, -0.425, -18.877], [-18.181, -0.185, -20.047], [-16.913, -1.349, -20.421]], "lowdin_spin": [5.738, 1.238, 0.065, 0.317, 0.554, 0.061, 0.004, 0.000, 0.010, 0.007, 0.001, 0.004], "total_charge": 1, "total_energy_ev": -55982.98191, "spin_multiplicity": 9, "e_homo_ev": [-8.169, -16.153], "de_lowest_kcal_mol": 0.00, "s_squared": 20.0092, "homo_lumo_gap_ha": [0.1608, 0.2728]}